{"formula": "C5H14N2O", "method": "ωB97M-V/def2-TZVPD", "total_charge": 2, "gap_ev": 11.8017, "relative_energy_ev": 2.508, "fmax_ev_per_a": 5.2, "elements": ["C", "C", "N", "O", "C", "C", "C", "N", "H", "H", "H", "H", "H", "H", "H", "H", "H", "H", "H", "H", "H", "H"], "positions_angstrom": [[-0.686, -0.036, -1.901], [0.603, -0.263, -1.182], [1.738, 0.723, -1.547], [1.266, -1.460, -1.278], [0.323, 0.055, 0.583], [-0.461, 1.195, 1.107], [-1.040, -0.187, 1.215], [-1.090, -0.731, 2.674], [-1.051, 0.884, -1.573], [-0.648, 0.076, -3.063], [-1.311, -0.899, -1.755], [1.411, 1.736, -1.778], [2.364, 0.656, -0.694], [2.327, 0.451, -2.438], [0.776, -2.295, -1.425], [1.360, -0.393, 0.930], [-0.037, 1.622, 2.035], [-0.826, 1.813, 0.304], [-1.857, -0.551, 0.747], [-1.126, -1.800, 2.839], [-1.803, -0.211, 3.023], [-0.231, -0.385, 3.178]], "atomic_forces_ev_per_a": [[1.3, -0.7, -3.2], [-0.5, 0.0, 2.4], [0.7, 1.0, -1.0], [0.1, -0.2, 0.0], [2.8, -2.6, -2.8], [0.9, -0.2, 0.4], [3.6, 0.1, 2.1], [4.5, -1.8, -1.8], [-1.3, 1.2, 0.6], [0.5, -0.3, 1.9], [-0.6, -0.1, 0.4], [0.6, -2.0, 1.0], [-0.4, 0.7, -1.5], [-1.4, 0.0, 2.1], [-0.2, 0.9, 0.0], [-2.5, 1.1, 0.3], [-0.6, 0.3, -0.7], [-0.5, 0.6, 0.5], [-2.4, -0.8, -1.9], [-0.4, 2.1, -0.5], [-3.3, 1.2, 2.1], [-0.8, -0.6, -0.4]]}



{"formula": "C11H13NO2", "method": "ωB97M-V/def2-TZVPD", "total_charge": 0, "gap_ev": 9.3457, "relative_energy_ev": 3.905, "fmax_ev_per_a": 6.8, "elements": ["C", "C", "C", "O", "C", "N", "C", "C", "C", "C", "C", "C", "C", "O", "H", "H", "H", "H", "H", "H", "H", "H", "H", "H", "H", "H", "H"], "positions_angstrom": [[-0.278, 3.377, 1.827], [0.478, 3.110, 0.531], [-0.384, 2.767, -0.702], [-1.035, 1.549, -0.502], [-0.253, 0.444, -0.559], [-0.069, -0.292, 0.659], [0.117, -1.650, 0.292], [0.531, -2.644, 1.088], [0.420, -3.962, 0.667], [0.270, -4.194, -0.725], [-0.016, -3.152, -1.608], [-0.093, -1.873, -1.050], [-0.366, -0.619, -1.804], [0.702, 0.267, -1.483], [-0.523, 4.444, 1.777], [-1.228, 2.790, 1.982], [0.381, 3.304, 2.791], [1.110, 2.269, 0.639], [1.045, 3.909, 0.319], [-1.129, 3.638, -0.905], [0.340, 2.740, -1.647], [-0.656, -0.065, 1.494], [0.634, -2.454, 2.090], [0.708, -4.794, 1.276], [0.283, -5.297, -1.118], [-0.181, -3.159, -2.650], [-0.807, -0.454, -2.679]], "atomic_forces_ev_per_a": [[0.1, 0.4, 1.5], [-2.7, -2.8, 0.3], [1.5, 2.8, -1.3], [-0.5, 0.0, -0.1], [-2.3, -2.3, -0.9], [0.0, 0.4, 0.3], [-0.2, 2.2, -0.8], [-1.2, -2.3, 0.4], [1.2, 0.3, -2.4], [-0.7, -2.4, -0.5], [0.3, 0.9, 2.2], [-0.7, -0.4, -2.4], [1.7, -0.4, 6.6], [2.2, 1.7, -0.5], [-0.5, -0.1, 0.3], [1.1, 0.5, -0.2], [-1.1, -0.2, -1.8], [1.0, -0.9, 0.3], [2.2, 2.9, -0.8], [0.8, -1.9, 0.3], [-1.6, -0.1, 1.8], [0.7, -0.3, -1.4], [0.6, 0.5, 2.4], [-0.1, -0.2, 0.5], [0.1, 2.2, 0.8], [0.0, -0.9, -1.0], [-1.9, 0.4, -3.4]]}



{"formula": "C12H26N4O2PtS3", "method": "ωB97M-V/def2-TZVPD", "total_charge": 2, "gap_ev": [6.7304, 6.7729], "relative_energy_ev": 1.076, "fmax_ev_per_a": 2.9, "elements": ["Pt", "C", "C", "S", "C", "C", "S", "C", "C", "S", "H", "H", "H", "H", "H", "H", "H", "H", "H", "H", "H", "H", "N", "C", "C", "C", "C", "N", "C", "N", "N", "C", "O", "O", "H", "H", "H", "H", "H", "H", "H", "H", "H", "H", "H", "H", "H", "H"], "positions_angstrom": [[0.977, 0.263, 0.279], [0.842, -2.263, -1.678], [0.393, -2.987, -0.421], [-0.316, -1.857, 0.852], [0.574, -2.297, 2.391], [2.082, -2.136, 2.394], [2.694, -0.472, 1.881], [3.948, -0.951, 0.625], [3.474, -1.810, -0.535], [2.161, -0.995, -1.528], [0.012, -1.682, -2.086], [1.179, -2.988, -2.420], [1.181, -3.583, 0.037], [-0.420, -3.661, -0.697], [0.321, -3.331, 2.627], [0.111, -1.653, 3.141], [2.569, -2.877, 1.765], [2.434, -2.277, 3.417], [4.742, -1.469, 1.164], [4.340, 0.000, 0.261], [3.112, -2.786, -0.217], [4.313, -1.968, -1.213], [0.428, 2.593, 0.256], [-1.030, 2.627, 0.050], [-1.535, 3.967, -0.513], [-1.070, 4.265, -1.955], [-2.223, 4.360, -2.967], [-2.792, 3.057, -3.241], [-2.318, 2.150, -4.090], [-1.531, 2.484, -5.117], [-2.665, 0.881, -3.893], [-1.483, 1.451, -0.869], [-2.666, 1.377, -1.186], [-0.594, 0.646, -1.266], [0.671, 3.148, 1.072], [0.901, 3.008, -0.546], [-1.509, 2.443, 1.018], [-1.198, 4.763, 0.151], [-2.623, 3.947, -0.455], [-0.384, 3.482, -2.294], [-0.535, 5.214, -1.986], [-1.874, 4.822, -3.890], [-3.019, 4.987, -2.563], [-3.286, 2.654, -2.445], [-1.407, 3.448, -5.375], [-1.310, 1.802, -5.824], [-3.028, 0.641, -2.975], [-2.398, 0.146, -4.524]], "atomic_forces_ev_per_a": [[-0.9, 0.2, -0.6], [0.4, 0.2, -0.1], [-0.2, 0.2, 0.4], [0.7, 0.4, 0.0], [-0.2, 0.1, -0.3], [-0.1, 0.2, 0.0], [-1.3, 0.3, -1.7], [0.0, 0.0, 0.1], [-0.3, 0.1, -0.3], [-0.2, -0.2, 0.6], [0.1, -0.1, -0.1], [-0.1, 0.0, 0.0], [0.0, 0.0, 0.0], [0.1, 0.0, 0.0], [0.0, 0.0, 0.1], [0.0, -0.1, 0.0], [0.0, 0.0, 0.0], [0.1, 0.0, -0.1], [0.1, 0.1, 0.0], [0.0, 0.0, 0.1], [0.1, 0.0, 0.0], [0.0, -0.1, 0.1], [0.4, -0.7, 0.2], [-0.6, -0.3, -0.3], [0.1, -0.2, 0.0], [-0.2, 0.1, 0.0], [0.5, 0.1, 0.1], [-0.4, -0.1, 0.1], [-0.2, 0.0, 0.0], [0.1, 0.1, -0.1], [-0.1, -0.1, 0.0], [-0.7, 1.4, 1.1], [0.0, -0.1, 0.3], [2.3, -1.5, 0.8], [0.1, -0.1, -0.1], [0.0, -0.1, 0.2], [0.1, 0.1, -0.1], [-0.1, 0.0, 0.1], [-0.1, 0.0, 0.0], [0.1, 0.1, -0.1], [0.1, 0.0, 0.0], [-0.1, 0.1, 0.0], [0.0, 0.0, -0.1], [0.1, 0.1, -0.3], [-0.1, 0.0, 0.0], [0.0, 0.0, 0.1], [0.1, -0.1, -0.1], [0.0, 0.1, -0.1]]}



{"formula": "C38H22BrCl5F7MnN2O4P", "method": "ωB97M-V/def2-TZVPD", "total_charge": 2, "gap_ev": [3.8284, 4.7233], "spin_multiplicity": 4, "fmax_ev_per_a": 3.2, "elements": ["Mn", "F", "C", "C", "F", "C", "F", "C", "P", "C", "C", "C", "C", "C", "C", "C", "C", "C", "C", "C", "C", "C", "Br", "C", "F", "H", "H", "H", "H", "H", "H", "H", "H", "H", "H", "O", "C", "C", "C", "C", "N", "C", "C", "C", "C", "C", "C", "O", "C", "C", "N", "H", "H", "H", "H", "H", "H", "H", "H", "H", "H", "H", "H", "F", "C", "F", "F", "C", "O", "O", "Cl", "C", "C", "C", "Cl", "C", "Cl", "C", "Cl", "C", "Cl"], "positions_angstrom": [[-1.798, -0.314, -0.390], [-0.872, 3.414, 6.361], [-0.449, 2.649, 5.376], [0.782, 1.998, 5.463], [1.548, 2.141, 6.528], [1.203, 1.196, 4.407], [2.391, 0.602, 4.476], [0.432, 1.014, 3.262], [1.009, -0.155, 1.956], [2.489, 0.679, 1.323], [3.500, -0.073, 0.721], [4.650, 0.551, 0.273], [4.766, 1.933, 0.348], [3.729, 2.688, 0.880], [2.587, 2.072, 1.356], [1.423, -1.563, 3.030], [0.327, -2.123, 3.694], [0.511, -3.134, 4.614], [1.794, -3.606, 4.863], [2.884, -3.041, 4.214], [2.710, -2.039, 3.276], [-0.782, 1.685, 3.188], [-1.864, 1.542, 1.625], [-1.225, 2.500, 4.224], [-2.380, 3.140, 4.110], [3.392, -1.143, 0.623], [5.460, -0.039, -0.127], [5.653, 2.425, -0.023], [3.817, 3.762, 0.935], [1.786, 2.673, 1.766], [-0.665, -1.735, 3.497], [-0.334, -3.570, 5.124], [1.943, -4.415, 5.561], [3.884, -3.378, 4.445], [3.564, -1.587, 2.796], [3.327, 1.436, -4.589], [3.445, 0.286, -3.801], [2.234, 0.134, -2.934], [2.086, -0.944, -2.064], [0.945, -1.053, -1.294], [-0.063, -0.172, -1.354], [0.046, 0.852, -2.237], [1.186, 1.045, -3.004], [-1.176, 1.649, -2.369], [-1.347, 2.688, -3.273], [-2.564, 3.361, -3.342], [-2.754, 4.489, -4.319], [-1.774, 4.513, -5.312], [-3.566, 2.975, -2.453], [-3.339, 1.918, -1.596], [-2.182, 1.245, -1.555], [4.038, 1.460, -5.239], [4.338, 0.334, -3.155], [3.534, -0.624, -4.416], [2.841, -1.713, -2.009], [0.827, -1.907, -0.634], [1.279, 1.864, -3.698], [-0.554, 2.987, -3.938], [-2.667, 5.433, -3.760], [-3.772, 4.458, -4.726], [-2.054, 4.000, -6.079], [-4.513, 3.491, -2.440], [-4.120, 1.596, -0.918], [-2.780, -4.517, 0.940], [-2.041, -3.750, 1.744], [-2.879, -2.896, 2.362], [-1.488, -4.517, 2.675], [-0.953, -2.945, 0.930], [0.049, -3.497, 0.555], [-1.264, -1.716, 0.781], [-4.037, -0.900, 0.245], [-3.785, -1.830, -1.193], [-2.580, -1.482, -1.804], [-2.323, -2.073, -3.043], [-0.946, -1.629, -3.958], [-3.194, -3.033, -3.577], [-2.850, -3.765, -5.079], [-4.351, -3.411, -2.879], [-5.348, -4.637, -3.496], [-4.677, -2.778, -1.661], [-6.101, -3.175, -0.811]], "atomic_forces_ev_per_a": [[2.0, -1.4, 0.4], [0.0, 0.0, 0.0], [0.2, -0.2, -0.4], [-0.1, -0.1, -0.1], [-0.2, 0.1, -0.1], [-0.2, 0.1, -0.2], [-0.1, 0.3, 0.3], [0.2, -0.1, -0.1], [-0.5, 0.4, -0.1], [0.1, -0.2, 0.2], [-0.1, 0.2, 0.2], [0.1, 0.2, -0.2], [0.0, 0.0, 0.0], [0.1, 0.1, -0.2], [0.1, -0.3, 0.1], [0.3, 0.0, -0.1], [0.2, 0.3, -0.3], [0.3, -0.2, 0.0], [-0.1, 0.1, 0.0], [0.1, -0.2, 0.0], [-0.5, 0.2, 0.1], [0.7, -0.2, 0.5], [-0.4, 0.5, 0.0], [0.1, -0.2, -0.3], [-0.1, 0.1, 0.2], [0.1, -0.2, 0.1], [0.1, -0.1, -0.1], [0.1, 0.0, 0.1], [0.0, 0.1, 0.0], [0.0, 0.0, 0.1], [-0.1, 0.0, 0.1], [-0.1, 0.0, 0.0], [0.0, 0.0, 0.1], [0.1, -0.1, 0.0], [0.1, 0.0, 0.0], [-0.2, 0.1, -0.1], [0.4, -0.3, 0.1], [-0.1, -0.1, 0.2], [-0.2, 0.4, -0.2], [0.2, -0.7, 0.3], [0.0, 0.3, -0.4], [0.2, 0.1, -0.2], [-0.4, -0.1, 0.3], [0.0, 0.2, -0.2], [0.0, -0.3, 0.3], [0.1, -0.2, 0.3], [-0.2, 0.3, 0.1], [0.2, -0.1, -0.2], [0.3, -0.1, 0.0], [-0.6, 0.2, 0.1], [0.1, 0.4, -0.1], [0.0, 0.0, 0.1], [-0.2, -0.1, 0.0], [0.0, 0.1, 0.1], [0.0, -0.1, 0.2], [-0.1, 0.1, 0.1], [-0.1, 0.1, 0.0], [0.1, 0.0, 0.0], [-0.1, -0.2, 0.0], [0.1, 0.0, 0.0], [0.0, 0.1, 0.0], [-0.2, 0.0, 0.1], [0.0, 0.0, 0.0], [0.1, 0.1, -0.3], [0.2, 0.2, 0.5], [0.0, 0.0, 0.0], [0.0, 0.0, -0.3], [0.3, -2.2, 0.4], [-0.3, 0.2, -0.1], [-1.2, 2.7, -1.4], [-0.6, 0.4, 0.7], [0.6, 0.0, -0.5], [-1.4, -1.2, -0.4], [0.6, 0.5, 0.2], [0.2, 0.0, -0.2], [-0.2, -0.1, 0.3], [0.0, 0.1, 0.1], [0.2, 0.2, 0.3], [-0.1, 0.1, 0.1], [0.1, -0.2, -0.3], [0.2, 0.2, 0.1]]}